This record from the Open Molecules 2025 dataset describes a 2-piece molecular cluster, CHFN2O2S overall. The level of theory is ωB97M-V/def2-TZVPD.

Results
Highest occupied orbital energy (spin up / spin down)   -10.4 / -10.9 eV
E   -21676.621 eV
F_max   2.767 eV/A
Energy relative to the best compared isomer or geometry (same formula, charge and spin)   303.0 kJ/mol

The geometry in XYZ format:
```
8
Properties=species:S:1:pos:R:3:forces:R:3
C -2.04374 0.96637 0.11780 0.507 -0.254 -0.542
N -2.41491 2.07320 -0.08174 -0.420 1.163 -0.181
N -1.69912 -0.17500 0.40777 -0.527 -1.357 1.356
O 2.54236 0.33252 -0.98358 -0.146 0.336 0.414
O 0.62522 -1.18319 -0.54248 0.718 0.596 0.448
F 2.45437 -0.99430 1.13510 -1.280 1.267 -1.511
S 1.57156 -0.18679 -0.06524 1.362 -2.362 0.476
H -1.03574 -0.83282 0.01238 -0.213 0.611 -0.460
```
Positions in Å, forces in eV/Å.

These are the Mulliken partial charges, in e, on atoms 1 to 6: number 1, C, carries 0.535; number 2, N, carries -0.424; number 3, N, carries -0.485; number 4, O, carries -0.346; number 5, O, carries -0.477; number 6, F, carries -0.235